Molecular formula: C34H44F24KO18V
Method: DFT, ωB97M-V/def2-TZVPD

```
122
C34H44F24KO18V | the OMol25 dataset | ωB97M-V/def2-TZVPD
K 4.39 3.62 0.58
V 3.61 -0.49 0.01
O 1.68 -1.33 0.09
C 0.70 -0.31 0.01
C 1.24 1.17 0.45
O 2.63 1.40 0.28
H -0.19 -0.48 0.62
H 0.37 -0.12 -1.01
H 0.86 1.58 1.39
H 0.84 1.92 -0.23
C 2.87 -4.87 0.65
C 4.40 -4.77 0.35
O 4.61 -4.64 -1.07
C 4.52 -3.44 -1.65
O 4.42 -2.37 -1.02
C 4.44 -3.50 -3.17
F 5.52 -2.95 -3.72
F 4.47 -4.81 -3.50
F 3.33 -2.89 -3.56
H 2.40 -3.89 0.61
H 2.60 -4.97 1.70
H 2.52 -5.62 -0.06
H 4.88 -5.62 0.84
H 4.80 -3.89 0.84
C -0.75 -4.13 1.75
C -1.92 -4.87 1.08
O -3.04 -4.98 1.98
C -4.05 -4.07 2.03
O -4.06 -3.01 1.35
C -5.31 -4.50 2.84
F -5.17 -5.72 3.38
F -5.51 -3.66 3.87
F -6.37 -4.43 2.05
H -0.79 -4.24 2.83
H -0.77 -3.07 1.46
H 0.20 -4.49 1.36
H -1.65 -5.90 0.85
H -2.08 -4.43 0.09
C 0.08 1.17 -4.89
C 0.93 0.56 -3.79
O 2.29 0.81 -4.16
C 3.29 0.35 -3.42
O 3.20 -0.22 -2.32
C 4.67 0.84 -3.90
F 5.01 2.03 -3.28
F 5.54 -0.13 -3.64
F 4.64 1.13 -5.23
H 0.11 0.50 -5.76
H 0.44 2.16 -5.18
H -0.96 1.21 -4.55
H 0.77 -0.49 -3.57
H 0.84 1.17 -2.89
C -2.43 -1.82 -4.45
C -1.79 -1.84 -3.03
O -0.67 -2.69 -2.95
C -0.86 -4.01 -2.87
O -1.99 -4.59 -2.90
C 0.40 -4.85 -2.51
F 0.12 -5.72 -1.53
F 0.73 -5.58 -3.63
F 1.39 -4.09 -2.13
H -3.21 -1.05 -4.42
H -2.80 -2.75 -4.88
H -1.64 -1.44 -5.09
H -2.55 -2.17 -2.32
H -1.53 -0.83 -2.72
C -1.63 3.75 3.64
C -0.25 3.98 3.04
O 0.40 4.96 3.70
C 1.72 5.06 3.72
O 2.43 4.34 2.99
C 2.29 6.18 4.68
F 1.27 6.82 5.28
F 3.09 5.73 5.61
F 3.05 6.96 3.95
H -2.39 4.39 3.20
H -1.68 3.83 4.72
H -1.94 2.73 3.41
H -0.30 4.23 1.98
H 0.31 3.04 3.06
C -4.54 0.34 2.01
C -3.17 0.36 1.21
O -3.44 0.73 -0.14
C -2.95 1.89 -0.64
O -2.25 2.67 0.01
C -3.26 2.18 -2.05
F -2.10 2.52 -2.64
F -3.77 1.04 -2.69
F -4.19 3.11 -2.12
H -5.26 -0.41 1.67
H -5.04 1.30 2.11
H -4.34 0.07 3.04
H -2.70 -0.62 1.27
H -2.48 1.11 1.62
C 1.36 -0.61 3.85
C 0.08 0.23 3.98
O -0.86 -0.31 4.85
C -1.76 -1.33 4.48
O -1.68 -1.92 3.44
C -2.80 -1.71 5.55
F -2.93 -3.01 5.70
F -2.59 -1.13 6.75
F -4.02 -1.36 5.05
H 1.16 -1.53 3.31
H 1.75 -0.86 4.83
H 2.09 0.01 3.32
H -0.36 0.42 3.00
H 0.34 1.22 4.36
C -1.63 5.53 -1.83
C -0.29 4.82 -1.64
O 0.63 5.33 -2.55
C 1.93 5.30 -2.29
O 2.42 5.10 -1.22
C 2.83 5.65 -3.48
F 2.07 6.18 -4.46
F 3.74 6.57 -3.18
F 3.44 4.57 -3.92
H -2.11 5.24 -2.77
H -1.51 6.60 -1.67
H -2.38 5.15 -1.14
H -0.38 3.74 -1.77
H -0.08 4.98 -0.58
```

Results
**Kohn-Sham gap (spin up / spin down)**: 5.55 / 7.03 eV
**Multiplicity**: 3
**HOMO (spin up / spin down)**: -14.6 / -14.6 eV
**LUMO (spin up / spin down)**: -9.01 / -7.53 eV
**Total charge**: +2
**Total energy**: -180043.2802 eV

Results of the Löwdin charge analysis, in e, for atoms 1 through 99:
1. K 0.8932
2. V 1.3254
3. O -0.1683
4. C -0.1865
5. C -0.2603
6. O -0.4294
7. H 0.1141
8. H 0.0952
9. H 0.0844
10. H 0.0975
11. C -0.0430
12. C -0.1491
13. O 0.0789
14. C -0.2637
15. O 0.0078
16. C -0.5364
17. F 0.1993
18. F 0.1832
19. F 0.1979
20. H 0.0425
21. H 0.0896
22. H 0.0903
23. H 0.1395
24. H 0.1096
25. C -0.0513
26. C -0.1736
27. O 0.0246
28. C -0.2662
29. O 0.0881
30. C -0.5372
31. F 0.1739
32. F 0.1516
33. F 0.1909
34. H 0.0850
35. H 0.0516
36. H 0.0486
37. H 0.1269
38. H 0.1111
39. C -0.0209
40. C -0.1770
41. O 0.0713
42. C -0.2900
43. O 0.0347
44. C -0.4660
45. F 0.1306
46. F 0.1856
47. F 0.1759
48. H 0.0916
49. H 0.0953
50. H 0.0704
51. H 0.1228
52. H 0.1182
53. C -0.0211
54. C -0.2052
55. O 0.0086
56. C -0.2997
57. O 0.1201
58. C -0.5230
59. F 0.1690
60. F 0.1509
61. F 0.1724
62. H 0.0773
63. H 0.0898
64. H 0.0645
65. H 0.1287
66. H 0.0975
67. C -0.0188
68. C -0.2526
69. O 0.0555
70. C -0.2833
71. O 0.0615
72. C -0.5560
73. F 0.1776
74. F 0.2009
75. F 0.1891
76. H 0.0882
77. H 0.0954
78. H 0.0597
79. H 0.1284
80. H 0.0903
81. C -0.0119
82. C -0.1668
83. O 0.0355
84. C -0.3407
85. O 0.1109
86. C -0.4975
87. F 0.1449
88. F 0.1202
89. F 0.2139
90. H 0.0805
91. H 0.0808
92. H 0.0547
93. H 0.0975
94. H 0.0877
95. C -0.0361
96. C -0.2516
97. O 0.0157
98. C -0.2758
99. O 0.1553